[1]
21
Properties=species:S:1:pos:R:3:forces:R:3 method="wB97M-V/def2-TZVPD" spin_multiplicity=1 charge=+1 lumo_energy_ev=-10.8 gap_ev=1.39 molar_mass_g_mol=358.03
In 0.103527 -1.310003 -5.009375 0.012 -0.026 0.018
O 4.147127 -1.585773 -8.009965 -0.167 0.122 0.117
H 4.273567 -0.737083 -8.477155 0.119 -0.066 -0.060
N -0.401173 2.374057 -0.588005 -2.494 1.643 1.513
S 0.658757 3.319147 0.039225 8.576 1.585 1.047
O 0.984317 3.015797 1.459665 -1.180 0.843 -3.224
O 0.740157 4.717817 -0.421235 -0.753 -3.038 1.203
F 1.890027 2.625437 -0.745425 -0.739 0.561 0.554
S -1.665403 3.230087 0.193995 -6.145 -1.728 0.757
O -2.009093 4.456897 -0.449345 1.196 -0.291 0.688
O -1.783773 3.002517 1.629765 1.030 0.687 -2.767
F -2.804733 2.299117 -0.392825 0.532 -0.344 0.161
C 0.304947 -2.882313 2.786775 -0.733 -0.388 1.770
C -1.124543 -3.065373 2.255905 0.856 -0.653 -0.220
O -1.074543 -2.659533 0.939225 -0.452 0.831 -2.426
H 1.100827 -3.499973 2.370625 -0.421 0.091 -0.612
H 0.288977 -3.163323 3.839805 0.104 0.136 0.292
H 0.557927 -1.822373 2.762075 0.152 -0.005 -0.151
H -1.892243 -2.490513 2.773855 0.203 0.058 0.568
H -1.481123 -4.088353 2.135685 0.269 -0.188 0.779
H -0.813523 -1.736263 0.906725 0.036 0.170 -0.007

[2]
8
Properties=species:S:1:pos:R:3:forces:R:3 method="wB97M-V/def2-TZVPD" spin_multiplicity=1 lumo_energy_ev="-1.5 / -2.5" gap_ev="7.73 / 6.74" molar_mass_g_mol=331.90
C -0.488618 1.787048 -0.142520 2.736 -0.322 0.735
O 1.638374 -0.571828 -0.388981 -0.430 -1.326 0.433
O 0.650135 -1.251941 1.737848 0.567 -1.039 -1.995
S 1.155995 -1.691015 0.420071 0.290 2.440 1.757
I -1.870607 0.375567 -0.144715 -0.390 0.232 -0.278
I -1.339889 -2.406934 -1.161991 -0.324 -0.175 -0.172
H 0.047403 2.072342 -1.104908 -1.127 -0.262 1.304
H 0.207207 1.686762 0.785196 -1.321 0.453 -1.784

[3]
19
Properties=species:S:1:pos:R:3:forces:R:3 method="wB97M-V/def2-TZVPD" spin_multiplicity=1 charge=+1 lumo_energy_ev=-4.2 gap_ev=9.78 molar_mass_g_mol=153.06
Na 0.851181 0.175715 1.703517 0.229 0.142 -0.791
Na -2.126667 0.690900 -2.170535 0.360 -0.155 0.445
O -0.670840 0.193275 -0.226608 0.417 -0.360 -1.430
H 0.010747 -0.413824 -0.575041 -0.369 0.463 0.266
O -0.398646 -2.352520 -1.738755 0.131 0.218 -0.420
H -0.579136 -3.176164 -1.285690 -0.025 -0.350 0.057
H -0.763821 -1.678368 -1.165694 -0.408 -0.021 0.375
O -0.955280 2.283971 1.420692 0.531 0.417 0.505
H -1.220075 1.696070 0.713246 0.106 -0.292 -0.325
H -1.041958 1.757483 2.215376 -0.592 0.266 0.359
O 2.664755 -0.968424 0.081977 -0.534 0.170 0.470
H 3.559901 -1.173952 0.351612 0.304 -0.154 0.126
H 2.753746 -0.633880 -0.810428 0.007 0.082 -0.255
O -2.167768 -0.710618 1.671712 -0.555 -0.545 0.984
H -1.673340 -0.311653 2.387668 -0.333 -0.034 0.409
H -1.835575 -0.282303 0.882770 0.595 0.017 -0.781
O 1.299791 1.965465 -0.970964 0.657 0.408 -0.046
H 1.769455 1.511100 -1.670391 0.252 0.113 -0.284
H 0.523530 1.427727 -0.814465 -0.773 -0.383 0.335

[4]
48
Properties=species:S:1:pos:R:3:forces:R:3 method="wB97M-V/def2-TZVPD" spin_multiplicity=1 lumo_energy_ev=-5.5 gap_ev=3.81 molar_mass_g_mol=615.47
Tl -0.284626 0.854345 -0.667467 0.266 0.598 -0.939
C 1.261298 -1.647125 3.509927 -0.858 3.346 -2.742
C 0.712416 -1.134312 2.247134 -1.095 1.487 -0.505
C 0.035012 -2.216176 1.232777 1.882 0.223 1.854
O -0.334446 -1.935485 0.151973 -1.100 1.788 -2.665
C 0.101039 -3.611173 1.549862 -0.670 2.271 -0.616
C 0.517712 -3.925525 2.793265 0.450 -5.454 3.954
C 1.130954 -2.944529 3.812021 2.197 -3.861 3.306
O 1.752929 -3.277804 4.888735 -2.233 -0.409 -2.783
O 0.322731 -5.157346 3.100023 0.853 2.909 0.164
O 0.640241 0.078708 2.002683 0.210 -2.715 0.372
H 1.706125 -0.972582 4.226528 0.042 0.117 -0.035
H -0.322423 -4.329564 0.863559 0.272 -0.157 -0.015
B 0.535953 2.914223 -3.662779 -0.232 -2.143 0.350
F 1.492723 3.021236 -4.594403 1.533 -0.083 -1.500
F 1.053777 2.826589 -2.403126 2.056 -0.151 2.870
F -0.339216 3.864201 -3.667978 -2.886 5.023 -0.492
F -0.273646 1.789075 -3.756580 -0.401 -2.789 -0.865
C 2.739339 2.771585 1.368540 0.491 -0.126 -1.571
C 3.185503 1.438416 0.752836 -1.081 0.001 2.436
O 2.664512 1.244289 -0.531824 1.123 0.100 0.291
O 1.339357 2.911100 1.212876 0.139 0.200 0.888
H 3.215283 3.556348 0.780559 0.206 0.269 -0.329
H 3.111413 2.971024 2.373460 -0.198 -0.627 0.387
H 2.760580 0.639507 1.360523 -0.112 -0.012 0.001
H 4.245899 1.371452 0.996092 0.578 -0.093 -1.127
H 3.015726 1.977524 -1.042336 -0.428 0.141 -0.885
H 1.180760 3.709328 1.722065 -0.739 0.170 -0.182
C 0.281483 -1.242606 -3.828484 -0.756 -1.507 0.544
C -1.094143 -1.625475 -3.314898 -0.646 1.315 0.324
O -1.790958 -0.456103 -2.811258 0.541 -0.448 -0.272
O 1.136518 -0.820213 -2.793218 0.128 0.999 0.439
H 0.177714 -0.537437 -4.653145 0.437 0.213 0.311
H 0.608935 -2.231488 -4.149415 0.459 0.074 -0.775
H -1.018468 -2.356539 -2.509969 0.114 -0.224 0.002
H -1.632690 -2.040376 -4.166909 -0.201 -0.168 -0.025
H -2.642908 -0.702851 -2.443959 -0.005 -0.154 -0.001
H 1.740846 -1.506380 -2.500701 -0.135 -0.085 -0.306
C -3.521759 -0.065734 1.295747 -1.316 0.215 1.849
C -3.430912 1.462769 1.463609 1.280 -0.618 -0.679
O -2.015035 1.820854 1.502769 -0.748 -0.535 0.028
O -3.065559 -0.521868 0.082687 1.127 -0.380 -1.809
H -4.531422 -0.475827 1.273221 -0.723 1.033 1.064
H -3.048324 -0.594108 2.123255 0.495 0.178 0.267
H -3.892504 1.858704 2.368189 -0.410 -0.343 -0.187
H -3.846247 1.858915 0.536959 -0.275 0.447 0.194
H -1.890623 2.605291 2.042017 -0.067 0.056 -0.045
H -3.690869 -1.216858 -0.135444 0.436 -0.086 -0.546

[5]
18
Properties=species:S:1:pos:R:3:forces:R:3 method="wB97M-V/def2-TZVPD" spin_multiplicity=1 lumo_energy_ev=1.1 gap_ev=9.37 molar_mass_g_mol=105.12
C 2.094820 -0.686907 0.026408 0.394 2.232 0.200
C -0.494760 2.227831 0.587105 -0.591 0.213 -0.752
C -2.005595 -1.633149 0.219837 -0.581 -0.757 -0.691
C 1.091756 0.249400 -0.670147 -2.179 0.166 1.668
N -0.514627 0.785522 0.398819 2.030 -2.483 -1.775
P -2.054619 0.186599 -0.250596 0.745 0.056 1.522
H 1.517683 -1.424061 0.530486 -0.240 -1.109 0.056
H 2.817414 -1.079868 -0.746682 -0.810 0.214 0.940
H 2.638361 -0.156897 0.847676 -0.137 -0.356 -0.826
H -0.407466 2.629046 -0.434248 0.669 0.945 0.542
H -1.495305 2.548774 0.885598 -0.122 -0.121 0.185
H 0.178926 2.645916 1.377939 -0.032 -0.685 -1.022
H -1.414199 -1.554716 1.158957 -1.158 -0.441 -0.081
H -1.517055 -2.445073 -0.361860 0.316 1.040 -0.230
H -3.086096 -2.061797 0.202528 1.669 1.095 0.977
H 1.404165 1.219941 -1.030399 0.261 0.144 0.245
H 0.668862 -0.322714 -1.474498 -0.737 0.045 -0.355
H -1.983680 0.170027 -1.645057 0.502 -0.199 -0.603

[6]
68
Properties=species:S:1:pos:R:3:forces:R:3 method="wB97M-V/def2-TZVPD" spin_multiplicity=1 charge=+1 lumo_energy_ev="-3.6 / -3.6" gap_ev="6.44 / 6.45" molar_mass_g_mol=629.86
Pb -0.417625 0.898427 0.839140 0.824 -0.880 -0.122
P 1.981321 -0.348827 0.008121 -0.689 0.011 -1.218
C 1.830172 -0.350040 -1.823411 0.730 0.331 0.075
C 0.590740 -1.021629 -2.336006 0.108 -0.522 -0.332
N -0.565054 -0.828504 -1.691461 -0.186 0.646 0.459
C -1.700513 -1.335491 -2.182144 -0.147 -0.514 -0.339
C -1.697347 -2.201066 -3.282822 -0.013 0.441 0.156
C -0.496343 -2.449975 -3.939397 0.152 0.084 0.179
C 0.664127 -1.835248 -3.471938 -0.201 0.077 0.235
C -3.027588 -0.973400 -1.529853 0.003 0.036 0.254
P -3.015733 0.706055 -0.756090 -0.059 -0.762 -0.196
H 1.635651 -1.970066 -3.942587 -0.307 -0.039 -0.048
H -2.645672 -2.626595 -3.605814 0.293 0.038 -0.072
H -0.462721 -3.106379 -4.806325 -0.016 0.127 0.173
H -3.831017 -0.981493 -2.279614 0.198 -0.184 0.128
H -3.289719 -1.701866 -0.744980 0.045 0.144 -0.258
H 4.894440 3.055387 -3.831497 0.743 1.281 -3.110
H 2.741759 -0.855701 -2.201655 -0.488 0.235 -0.019
H -0.240457 2.048781 -2.518262 0.429 0.316 -0.222
O 4.690237 2.722246 -3.013215 -0.690 -0.991 3.572
H 4.720652 3.476259 -2.402015 -0.069 -0.351 -0.407
H -0.507151 1.909925 -0.472476 1.218 1.895 -2.118
O 0.516678 2.520084 -2.124132 -1.328 -1.122 1.550
H 1.851746 0.727420 -2.142924 -0.259 -0.524 0.194
C -3.156515 1.761908 -2.248914 0.351 0.373 0.204
H -4.200219 1.768262 -2.585107 0.235 -0.027 0.011
H -2.847544 2.783639 -1.984724 -0.100 -0.235 -0.270
H -2.506511 1.396156 -3.055293 -0.116 0.125 0.272
C -4.692157 0.845471 -0.058954 -0.079 0.032 0.097
H -4.735161 1.769759 0.533807 -0.144 -0.257 -0.145
H -5.422655 0.899122 -0.875207 0.026 -0.067 0.287
H -4.909799 -0.008790 0.593852 -0.009 0.232 -0.124
C 2.082986 -2.127329 0.386677 -0.043 -0.024 0.263
H 2.965730 -2.526227 -0.127160 -0.191 -0.058 0.146
H 2.184314 -2.282119 1.468046 0.063 -0.087 -0.229
H 1.183624 -2.649347 0.039100 0.163 0.132 0.059
C 3.668038 0.255639 0.250806 0.114 0.205 0.274
H 3.770542 0.652833 1.267873 0.204 -0.094 -0.277
H 4.354200 -0.587815 0.113605 -0.014 0.256 -0.004
H 3.882297 1.041871 -0.484549 -0.040 -0.145 0.218
C -3.086657 0.051309 3.367685 0.107 0.165 -0.108
Si -1.558677 -1.045372 3.270529 -0.814 -0.717 0.625
C -1.370774 -1.857150 4.974008 0.192 0.014 -0.138
C -1.889895 -2.416504 2.018899 0.030 -0.018 0.078
C -0.029005 -0.121477 2.704218 -0.358 -0.577 0.745
Si 0.678531 1.122423 3.922454 0.570 0.590 1.284
C 1.788583 0.263910 5.200254 -0.109 -0.177 -0.298
C 1.747907 2.391663 3.028874 -0.113 -0.060 -0.097
C -0.627080 2.080043 4.891090 -0.047 -0.046 -0.211
H -3.906125 -0.544512 3.798754 0.210 0.155 -0.159
H -3.418221 0.411794 2.383741 0.037 -0.026 0.197
H -2.932657 0.922332 4.017239 -0.094 -0.198 -0.148
H -2.359919 -2.056737 5.413852 0.238 0.083 -0.199
H -0.854333 -2.823765 4.888182 -0.049 0.230 0.051
H -0.811175 -1.242173 5.690224 -0.150 -0.116 -0.141
H -2.025643 -2.038346 0.995752 0.038 -0.065 0.159
H -1.052363 -3.128979 2.006238 -0.192 0.111 -0.038
H -2.797939 -2.970988 2.301340 0.238 0.121 -0.114
H 0.758370 -0.881635 2.540070 -0.341 0.395 -0.249
H 2.474116 -0.443625 4.713432 -0.074 0.098 0.157
H 2.404452 1.007412 5.728978 -0.224 -0.129 -0.201
H 1.215720 -0.288012 5.957480 0.134 0.110 -0.217
H 1.138873 3.194989 2.587942 0.202 -0.097 0.017
H 2.421294 2.852353 3.767685 -0.178 -0.059 -0.275
H 2.365934 1.943989 2.238111 -0.078 0.201 0.171
H -1.288731 2.651962 4.225685 0.069 -0.048 0.191
H -1.249280 1.437058 5.527701 0.143 0.117 -0.150
H -0.116657 2.799299 5.550781 -0.098 -0.195 -0.224

[7]
42
Properties=species:S:1:pos:R:3:forces:R:3 method="wB97M-V/def2-TZVPD" s_squared=8.81 spin_multiplicity=6 lumo_energy_ev="-0.5 / -2.0" gap_ev="6.03 / 4.88" molar_mass_g_mol=987.01
Ru -2.146344 -0.288017 -0.329471 3.272 -0.118 -0.137
O 4.751268 0.452737 -3.588004 -1.113 0.618 0.963
C 3.392206 0.640883 -3.422170 -0.478 0.329 -0.608
C 2.458840 0.023619 -4.282025 -0.361 0.512 1.846
C 1.117279 0.195024 -3.967049 -0.883 0.108 -0.929
N 0.686813 0.963363 -2.984807 -0.887 0.348 1.218
C 1.535216 1.560730 -2.194538 0.900 -0.127 -0.145
Br 0.821492 2.499594 -0.640114 0.466 -0.322 -1.138
C 2.915442 1.498465 -2.420279 0.289 -0.566 0.435
H 4.892732 0.206413 -4.493092 0.241 -0.347 -0.696
H 2.745942 -0.683632 -5.001512 0.451 -0.689 -1.034
H 0.234866 -0.216712 -4.516603 1.346 -0.086 0.047
H 3.622205 1.976483 -1.761633 0.038 0.116 0.072
Se -2.289717 4.241943 -0.623795 0.221 0.261 0.129
Te -3.299260 2.052917 -0.671200 -0.931 0.744 -0.391
Te -3.501041 -1.129516 -2.141776 -1.490 -0.538 -1.828
Se -1.578772 -2.552466 -1.243097 0.327 0.106 0.069
Te -0.392354 -1.932438 1.145972 0.940 0.018 -0.788
C 1.566904 -1.180364 0.542611 0.367 1.917 0.162
C 2.667234 -1.708251 -0.221091 -1.177 -0.046 1.219
C 3.943141 -1.203429 -0.022050 0.553 0.242 0.583
C 4.217834 -0.158585 0.902982 -1.224 -1.541 -0.670
C 3.140432 0.432124 1.511457 -1.879 0.973 0.759
C 1.774417 0.046795 1.251392 1.670 -2.214 0.162
H 2.511466 -2.609220 -0.803846 0.088 0.096 -0.056
H 4.826914 -1.712034 -0.417014 -0.515 0.083 -0.327
H 5.234533 -0.045023 1.222565 0.272 0.575 0.000
H 3.240801 1.180705 2.316047 0.284 -0.239 -0.650
H 0.931380 0.452400 1.829461 0.669 0.135 -0.368
N -1.985193 1.140446 2.678146 0.042 0.066 -2.187
C -3.047866 0.300915 2.539793 -1.326 -0.084 0.194
C -3.947724 0.237399 3.641410 1.119 -0.759 -1.738
C -4.909425 -0.711687 3.627896 -0.605 0.096 1.377
C -5.123980 -1.499435 2.534054 -0.714 -0.853 -1.099
C -4.427779 -1.186610 1.396335 0.339 -0.444 -0.559
N -3.335914 -0.363639 1.353717 -1.512 0.262 3.660
H -1.480943 1.230078 3.533806 -0.111 0.166 0.241
H -1.704451 1.652418 1.833717 0.255 -0.347 0.701
H -3.859952 0.922007 4.431672 0.310 0.734 0.904
H -5.554775 -0.784180 4.481707 -0.269 -0.167 0.329
H -5.895892 -2.288980 2.516191 0.471 0.696 -0.074
H -4.747974 -1.653239 0.454237 0.543 0.289 0.350

[8]
13
Properties=species:S:1:pos:R:3:forces:R:3 method="wB97M-V/def2-TZVPD" spin_multiplicity=1 smiles="S=C1SCCCS1" lumo_energy_ev=-0.1 gap_ev=8.44 molar_mass_g_mol=150.29
S -2.555846 0.062429 0.011497 -0.882 0.668 0.075
C -0.959505 0.114172 0.011091 1.912 -0.207 -0.197
S -0.114833 -1.378125 -0.310512 -1.030 -0.873 -0.770
C 1.373818 -1.253218 0.593715 1.097 2.054 -0.045
C 2.384518 -0.179582 0.041544 1.415 -2.085 1.583
C 1.804462 1.015402 -0.551844 -2.219 3.113 0.611
S 0.139286 1.484274 0.245028 -0.166 0.250 -0.124
H 1.164085 -0.977387 1.614218 -0.299 0.021 0.434
H 1.792539 -2.232831 0.617735 0.494 -0.696 -0.155
H 2.888994 -0.602044 -0.814501 0.790 -0.676 0.135
H 3.106418 -0.009030 0.908517 -0.729 0.103 -1.353
H 2.331986 2.016133 -0.419945 -0.312 -1.482 0.004
H 1.598506 0.927266 -1.609273 -0.073 -0.190 -0.197

[9]
9
Properties=species:S:1:pos:R:3:forces:R:3 method="wB97M-V/def2-TZVPD" s_squared=1.76 spin_multiplicity=2 lumo_energy_ev="-1.0 / -1.1" gap_ev="3.46 / 4.09" molar_mass_g_mol=227.26
C -0.000997 -0.311911 0.779691 -3.367 -2.477 4.166
Cs -1.169517 2.120097 -3.074603 0.269 -0.499 0.967
O 0.720134 0.712231 -0.523864 2.152 0.957 -4.163
C 0.998488 -0.664715 -0.254524 0.243 0.838 0.783
H 2.002978 -0.835688 0.156740 -0.138 -0.017 -0.391
H 0.737717 -1.372967 -1.053015 -0.152 0.112 0.088
Mg -0.974048 0.646401 2.586511 0.086 -0.356 -1.132
O -1.402232 -0.846896 1.209923 1.400 -1.465 -0.010
C -0.912524 0.553448 0.173142 -0.493 2.907 -0.310

[10]
19
Properties=species:S:1:pos:R:3:forces:R:3 method="wB97M-V/def2-TZVPD" spin_multiplicity=1 lumo_energy_ev="0.7 / 0.7" gap_ev="7.74 / 7.74" molar_mass_g_mol=122.17
C 0.001841 0.520025 -0.304993 0.730 0.839 0.265
C -1.780425 -1.580987 -0.383264 -0.172 1.332 -0.099
C -1.115584 1.196256 -0.177156 -1.287 -0.015 1.863
C -0.795813 -2.431880 -0.379353 -0.260 0.449 0.993
C 1.272346 0.238611 -0.422532 -0.696 -2.126 2.273
C -1.105341 2.629880 0.326773 0.077 1.817 -1.747
C 2.008945 -0.674793 0.607312 -1.197 -0.171 0.880
N -2.401528 0.708990 -0.064362 -0.648 0.530 -1.540
N -2.598384 -0.566341 -0.396138 0.007 -2.034 1.111
H -0.353443 -2.785084 0.572625 -0.649 -0.090 -0.601
H -0.263130 -2.659768 -1.271638 0.293 -0.366 -0.708
H 1.605972 0.264483 -1.384944 1.594 0.157 -2.594
H -2.131568 3.109702 0.405434 1.197 -1.015 0.006
H -0.513903 3.299319 -0.371355 -0.677 -0.795 0.482
H -0.557667 2.720843 1.238213 0.053 -0.093 0.910
H 1.387958 -1.669656 0.710763 1.393 1.851 -0.184
H 1.958986 -0.161843 1.621961 0.202 -0.787 -1.144
H 3.068299 -0.937839 0.374835 -0.912 0.381 -0.003
H -3.611311 -0.791917 -0.383895 0.951 0.135 -0.163

| no. | DFT total energy (Ha) |
| --- | --- |
| 1 | -1772.10757 |
| 2 | -1183.25040 |
| 3 | -782.47034 |
| 4 | -1818.37564 |
| 5 | -555.58945 |
| 6 | -2370.55171 |
| 7 | -9133.92418 |
| 8 | -1350.54584 |
| 9 | -485.83652 |
| 10 | -382.00631 |